DFT (ωB97M-V/def2-TZVPD) results for 10 unconnected molecules or ions with the total composition C23H66O13.

Last column: Löwdin charge in e.
Cartesian coordinates (Å):
C 4.56063 1.84672 -2.03262  -0.037
C 3.97825 0.55058 -1.44660  -0.466
C 3.98869 0.51913 0.05979  -0.045
O 2.63837 0.48100 -1.98359  -0.086
H 4.48359 1.79085 -3.14833  0.099
H 5.61047 1.84898 -1.80013  0.069
H 4.11464 2.72060 -1.55499  0.070
H 4.53929 -0.34452 -1.78892  0.132
H 5.03450 0.36657 0.28263  0.087
H 3.49202 -0.36976 0.40380  0.046
H 3.47257 1.41485 0.44638  0.088
H 2.09704 -0.15621 -1.49658  0.062
C -0.99852 1.40183 5.29064  -0.056
C 0.54147 1.42513 5.32905  -0.464
C 1.04307 1.55454 6.77400  -0.064
O 1.12479 0.16085 4.92744  -0.069
H -1.36956 0.50759 5.67381  0.056
H -1.28762 1.54120 4.25718  0.059
H -1.31968 2.28755 5.85888  0.089
H 0.81015 2.35493 4.75243  0.139
H 2.12508 1.51923 6.66953  0.077
H 0.63697 0.65949 7.27998  0.095
H 0.82932 2.42239 7.32829  0.056
H 0.87108 -0.37534 4.16868  0.064
C 1.75742 4.12578 -0.00985  -0.067
C 0.50173 4.88468 -0.43378  -0.516
C 0.67223 6.23573 0.06014  -0.092
O 0.37430 4.89565 -1.86929  -0.059
H 1.70443 4.05924 1.08994  0.087
H 2.70041 4.56832 -0.28406  0.075
H 1.86321 3.11683 -0.44535  0.048
H -0.38060 4.43095 0.07495  0.142
H 0.72379 6.31789 1.16247  0.098
H -0.25006 6.78430 -0.27925  0.106
H 1.50462 6.72723 -0.32596  0.063
H 0.26058 3.95824 -2.14282  0.039
O -3.66454 -1.67643 -1.59317  -0.066
C -4.09458 -0.54189 -2.31177  -0.240
C -4.77986 0.48511 -1.41410  -0.240
O -4.04213 1.11588 -0.41146  -0.075
H -3.31730 -2.26340 -2.28145  0.051
H -3.30850 -0.07203 -2.93670  0.119
H -4.87617 -0.82835 -3.00391  0.117
H -5.62435 0.05189 -0.94441  0.111
H -5.11666 1.28910 -2.08220  0.123
H -3.07743 1.09512 -0.63008  0.075
O -3.41000 -2.53298 3.90094  -0.038
C -4.12236 -2.77925 2.71706  -0.251
C -3.46930 -2.11017 1.54430  -0.220
O -3.20104 -0.72290 1.81542  -0.087
H -3.26610 -1.60314 3.92196  0.054
H -4.25576 -3.81826 2.57238  0.106
H -5.19445 -2.41972 2.79840  0.137
H -4.11383 -2.19283 0.69021  0.103
H -2.53348 -2.61874 1.22224  0.104
H -3.46920 -0.22797 0.99770  0.070
O -1.41157 0.03213 -0.50351  -0.058
C -0.71712 1.04572 0.18573  -0.202
C 0.27491 0.42485 1.12670  -0.223
O -0.17788 -0.48952 2.10649  -0.076
H -1.84729 -0.48403 0.14421  0.027
H -0.05574 1.56082 -0.47447  0.098
H -1.41821 1.69855 0.65579  0.123
H 0.77146 1.36314 1.52922  0.137
H 1.03829 -0.18036 0.69082  0.090
H -1.04554 -0.24776 2.51653  0.094
C -0.60276 2.82414 -4.81815  -0.060
C 0.68422 2.24246 -4.24313  -0.302
O 0.60301 2.38114 -2.84254  -0.128
H -1.43397 2.22337 -4.53121  0.053
H -0.38046 2.99048 -5.92123  0.101
H -0.78295 3.80583 -4.34529  0.077
H 1.61903 2.76918 -4.49196  0.122
H 0.84325 1.19428 -4.47785  0.102
H 1.37694 1.94187 -2.47936  0.043
C 3.64582 -3.69948 -1.55263  -0.094
C 3.11574 -3.16437 -0.24833  -0.286
O 2.04094 -2.20352 -0.48165  -0.116
H 4.25609 -2.89462 -2.01607  0.070
H 2.83826 -4.10227 -2.20177  0.082
H 4.37225 -4.54603 -1.32341  0.094
H 3.92942 -2.68272 0.31937  0.113
H 2.73748 -4.02292 0.34350  0.089
H 1.18758 -2.63913 -0.50941  0.038
C -0.66451 -1.47018 -3.35416  -0.055
C -1.08605 -2.89325 -3.72906  -0.311
O -2.48295 -3.05175 -3.79834  -0.070
H -1.24626 -0.75406 -3.85468  0.054
H 0.42411 -1.44508 -3.43749  0.088
H -0.95644 -1.35507 -2.32952  0.042
H -0.57857 -3.58382 -3.06921  0.101
H -0.61003 -3.19106 -4.68862  0.115
H -2.66157 -3.98857 -3.96057  0.108
C 0.79337 -4.76341 2.09871  -0.093
C -0.46623 -4.44814 1.34674  -0.280
O -0.36522 -3.35237 0.39714  -0.107
H 1.47127 -5.38206 1.48034  0.075
H 0.47868 -5.37100 2.94045  0.077
H 1.26149 -3.83461 2.46976  0.091
H -1.23815 -4.16877 2.06455  0.103
H -0.68327 -5.40021 0.89499  0.110
H -0.36241 -2.54995 0.95331  0.063

Energy relative to the best compared isomer or geometry (same formula, charge and spin) = 5.3 kcal/mol
HOMO-LUMO gap = 0.3680 Ha
Highest occupied orbital energy = -9.57 eV
Total charge = 0
Electronic energy = -51535.5334 eV

DFT (ωB97M-V/def2-TZVPD) results for a molecular structure, C23H67BFInN9O4P2Si.

Last column: Löwdin charge in e.
Cartesian coordinates (Å):
C -6.23059 4.24336 -1.03050  -0.113
B -5.67869 3.00290 -0.13606  -0.472
O -6.63433 1.92592 0.08283  -0.059
In -3.57973 2.96793 0.73678  0.775
C -3.76133 2.55965 2.95845  -0.303
C -4.24748 1.09159 3.31313  -0.280
C -3.05890 0.35845 4.04395  -0.202
F -3.13496 -1.02829 3.72965  -0.119
C -2.78880 5.12090 0.57428  -0.234
C -1.70714 5.30321 -0.56225  -0.355
O -0.46525 5.86677 -0.02279  -0.268
Si 0.79286 5.90288 -1.18689  0.459
C 0.33805 6.75553 -2.83123  -0.186
C 1.55275 4.20078 -1.61895  -0.167
C 2.21837 6.94353 -0.40789  -0.191
C -2.11378 1.63837 -0.33703  -0.209
C -2.72223 0.34036 -0.99070  -0.709
N -3.94310 0.58160 -1.80951  0.066
N -2.91469 -0.77825 -0.04094  0.076
N -1.66682 -0.17294 -1.94599  0.031
H -6.10388 5.21175 -0.47317  0.046
H -7.33274 4.13341 -1.22609  0.045
H -5.63162 4.32569 -1.97329  0.054
H -6.68261 1.37593 -0.70838  0.056
H -4.52689 3.28177 3.37129  0.027
H -2.79444 2.84932 3.46978  0.022
H -4.45956 0.56886 2.33770  0.068
H -5.20973 1.05114 3.88576  0.099
H -2.10811 0.78504 3.64850  0.103
H -3.18173 0.54528 5.14187  0.114
H -2.30335 5.36762 1.55056  0.031
H -3.65608 5.78305 0.31913  0.018
H -1.44038 4.36378 -1.11477  0.065
H -2.06645 6.03656 -1.34707  0.094
H 0.43919 7.86727 -2.77515  0.031
H -0.68325 6.43557 -3.14976  0.024
H 1.07577 6.41961 -3.61427  0.031
H 2.43942 4.02376 -0.94741  0.028
H 0.82272 3.35127 -1.55097  0.026
H 1.98762 4.29133 -2.65216  0.029
H 2.95878 7.15561 -1.22280  0.030
H 2.71235 6.39545 0.43763  0.028
H 1.73915 7.87105 -0.00210  0.027
H -1.49506 2.14716 -1.12627  0.018
H -1.37014 1.27896 0.43659  0.036
H -3.71925 0.67839 -2.79190  0.063
H -4.58241 -0.18964 -1.62844  0.065
H -3.66007 -0.56718 0.61998  0.061
H -2.02565 -0.93334 0.42895  0.073
H -1.54661 0.55951 -2.65346  0.054
H -2.12687 -0.94005 -2.45356  0.055
O -1.24080 -4.53956 -3.70473  -0.314
P -1.19910 -5.55767 -2.55517  0.754
N -1.82079 -4.47410 -1.35400  -0.294
C -1.58853 -4.51895 0.08036  -0.131
C -3.19735 -4.02705 -1.58118  -0.150
N 0.53887 -5.59494 -2.49688  -0.354
C 1.30200 -4.94873 -1.44645  -0.147
C 1.22577 -5.38650 -3.77237  -0.156
N -1.24330 -6.91753 -1.40767  -0.274
C -0.26030 -8.00656 -1.57940  -0.136
C -2.57069 -7.57762 -1.48341  -0.145
H -2.10327 -5.35460 0.57302  0.075
H -1.95160 -3.59829 0.54619  0.077
H -0.53684 -4.56604 0.34434  0.049
H -3.92656 -4.74650 -1.18092  0.063
H -3.40970 -3.89760 -2.64318  0.068
H -3.37546 -3.06193 -1.10109  0.051
H 1.08789 -3.87379 -1.38429  0.091
H 2.37696 -5.07164 -1.60917  0.076
H 1.11913 -5.42388 -0.48077  0.061
H 1.28942 -4.32315 -4.03096  0.081
H 0.71547 -5.90829 -4.58244  0.067
H 2.24317 -5.78807 -3.73098  0.074
H -0.23097 -8.37043 -2.60992  0.084
H -0.50491 -8.84887 -0.92440  0.078
H 0.74155 -7.70232 -1.28573  0.068
H -2.73854 -8.03946 -2.46135  0.080
H -3.37980 -6.86384 -1.31529  0.062
H -2.67006 -8.34247 -0.71022  0.080
O 4.43652 1.46087 -0.05057  -0.302
P 4.47657 0.35733 1.01551  0.771
N 3.85322 1.42833 2.22875  -0.311
C 4.09362 1.37831 3.66129  -0.143
C 2.47393 1.86235 2.01473  -0.139
N 6.21518 0.35468 1.09103  -0.356
C 6.95481 1.00424 2.15470  -0.149
C 6.90961 0.59108 -0.17522  -0.156
N 4.45338 -0.94500 2.22653  -0.274
C 5.45937 -2.02033 2.11239  -0.133
C 3.13988 -1.63823 2.17376  -0.134
H 3.58937 0.53580 4.15242  0.075
H 3.72501 2.29335 4.13492  0.083
H 5.14716 1.33937 3.91936  0.046
H 1.75798 1.13445 2.41898  0.066
H 2.24506 1.99262 0.95697  0.065
H 2.28640 2.82439 2.49698  0.083
H 6.71861 2.07415 2.22637  0.090
H 8.03339 0.90490 2.00120  0.077
H 6.77260 0.51521 3.11349  0.059
H 6.95396 1.65851 -0.42177  0.078
H 6.41780 0.06822 -0.99564  0.069
H 7.93462 0.20979 -0.12833  0.073
H 5.50250 -2.43225 1.10077  0.086
H 5.22749 -2.83503 2.80550  0.080
H 6.45315 -1.68199 2.39663  0.066
H 2.98965 -2.14956 1.21832  0.079
H 2.31352 -0.93616 2.30199  0.066
H 3.05163 -2.36723 2.98198  0.082

HOMO-LUMO gap = 0.1718 Ha
Highest occupied orbital energy = -3.88 eV
Total charge = -1
Electronic energy = -81557.9389 eV

Calculated values (eV) of lowest unoccupied orbital energy for the records, taken in order: 0.44; 0.80.